--- 1 ---
{"formula": "C2H5FO2", "method": "ωB97M-V/def2-TZVPD", "homo_ev": -9.0, "homo_lumo_gap_ha": 0.35381, "lumo_energy_ev": 0.6586, "elements": ["C", "C", "O", "O", "F", "H", "H", "H", "H", "H"], "xyz": [[1.545, 0.314, -0.117], [-1.203, -0.041, 0.294], [-1.774, -1.208, 0.221], [0.523, -0.286, -0.811], [-1.767, 0.951, -0.386], [1.603, 1.400, -0.304], [2.488, -0.149, -0.440], [1.473, 0.150, 0.974], [-0.794, 0.258, 1.249], [-2.093, -1.389, -0.679]], "lowdin_charge": [-0.280, -0.235, 0.133, -0.229, 0.102, 0.071, 0.075, 0.063, 0.149, 0.151]}

---

--- 2 ---
{"formula": "C2H5FO2", "method": "ωB97M-V/def2-TZVPD", "smiles": "CC(O)(O)F", "homo_ev": -11.2, "homo_lumo_gap_ha": 0.44162, "lumo_energy_ev": 0.7851, "elements": ["C", "C", "O", "O", "F", "H", "H", "H", "H", "H"], "xyz": [[-0.229, 0.700, -0.286], [-0.238, -0.792, -0.052], [0.043, -1.438, -1.124], [0.667, -1.130, 1.143], [-1.508, -1.114, 0.413], [-0.292, 1.075, 0.664], [0.741, 0.864, -0.805], [-1.129, 0.894, -0.782], [0.145, -2.368, -1.038], [0.013, -1.132, 1.788]], "lowdin_charge": [0.041, -0.675, 0.154, 0.026, 0.037, 0.059, 0.123, 0.078, 0.124, 0.035]}

---

Most stable of them? 2.

---

--- 1 ---
{"formula": "C4H8NO", "method": "ωB97M-V/def2-TZVPD", "homo_ev": [-11.6, -16.3], "total_charge": 1, "multiplicity": 3, "homo_lumo_gap_ha": [0.28626, 0.34678], "lumo_energy_ev": [-3.7989, -6.8961], "elements": ["C", "C", "C", "C", "N", "O", "H", "H", "H", "H", "H", "H", "H", "H"], "xyz": [[1.003, 0.017, -0.281], [1.921, 0.742, -0.778], [-0.233, -0.653, -0.200], [-2.209, 0.727, -0.147], [0.653, -0.203, 1.098], [-0.623, -1.915, -0.324], [2.676, 1.070, -0.095], [1.926, 0.895, -1.921], [-1.438, 1.459, -0.297], [-2.462, 0.272, 0.893], [-2.906, 0.492, -1.029], [1.087, -0.917, 1.608], [0.585, 0.569, 1.781], [0.019, -2.555, -0.307]], "lowdin_charge": [-0.273, 0.160, -0.107, 0.047, 0.204, 0.186, 0.099, 0.147, -0.007, 0.062, 0.052, 0.141, 0.190, 0.100]}

---

--- 2 ---
{"formula": "C4H8NO", "method": "ωB97M-V/def2-TZVPD", "homo_ev": [-12.2, -16.1], "total_charge": 1, "multiplicity": 3, "homo_lumo_gap_ha": [0.34164, 0.26400], "lumo_energy_ev": [-2.8758, -8.8889], "elements": ["C", "C", "C", "C", "N", "O", "H", "H", "H", "H", "H", "H", "H", "H"], "xyz": [[0.064, -1.381, -0.654], [-0.930, -0.296, -0.800], [-2.083, 0.221, 0.608], [1.572, 0.640, -0.065], [0.505, -0.176, -0.592], [2.284, -0.215, 0.748], [0.278, -2.360, -0.275], [-1.142, 0.071, -1.761], [-2.816, 1.022, 0.245], [-1.395, 0.546, 1.368], [-2.759, -0.594, 0.907], [2.323, 1.226, -0.750], [0.893, 1.499, 0.386], [3.206, -0.203, 0.636]], "lowdin_charge": [0.018, 0.009, 0.127, -0.173, -0.002, 0.052, 0.130, 0.139, 0.100, 0.051, 0.073, 0.193, 0.187, 0.096]}

---

Most stable of them? 1.

---

--- 1 ---
{"formula": "C20H22N2O4", "method": "ωB97M-V/def2-TZVPD", "smiles": "Cc1ccc(/C=C(\\NC(=O)c2ccccc2)C(=O)NC[C@@H]2CCCO2)o1", "homo_ev": -7.5, "homo_lumo_gap_ha": 0.28834, "lumo_energy_ev": 0.3534, "elements": ["C", "C", "C", "C", "C", "C", "C", "N", "C", "O", "C", "C", "C", "C", "C", "C", "C", "O", "N", "C", "C", "C", "C", "C", "O", "O", "H", "H", "H", "H", "H", "H", "H", "H", "H", "H", "H", "H", "H", "H", "H", "H", "H", "H", "H", "H", "H", "H"], "xyz": [[-4.359, -2.825, -0.547], [-2.920, -3.028, -0.238], [-2.239, -4.109, 0.253], [-0.891, -3.716, 0.348], [-0.835, -2.407, -0.082], [0.302, -1.553, -0.223], [0.282, -0.219, -0.445], [-0.882, 0.549, -0.431], [-1.825, 0.514, 0.564], [-1.764, -0.229, 1.522], [-2.947, 1.471, 0.359], [-3.638, 1.923, 1.480], [-4.702, 2.794, 1.340], [-5.094, 3.210, 0.077], [-4.423, 2.747, -1.043], [-3.351, 1.882, -0.907], [1.462, 0.611, -0.820], [1.295, 1.756, -1.220], [2.680, 0.035, -0.756], [3.893, 0.780, -0.988], [4.735, 0.841, 0.294], [6.054, 1.610, 0.092], [7.103, 0.680, 0.705], [6.455, -0.686, 0.493], [5.075, -0.477, 0.713], [-2.076, -2.006, -0.449], [-4.918, -3.727, -0.318], [-4.492, -2.576, -1.599], [-4.751, -1.997, 0.044], [-2.654, -5.061, 0.515], [-0.068, -4.305, 0.699], [1.245, -2.074, -0.159], [-0.762, 1.421, -0.941], [-3.323, 1.579, 2.453], [-5.229, 3.148, 2.213], [-5.926, 3.889, -0.035], [-4.738, 3.060, -2.028], [-2.848, 1.509, -1.786], [2.806, -0.842, -0.277], [3.608, 1.785, -1.309], [4.471, 0.291, -1.780], [4.125, 1.278, 1.094], [6.243, 1.746, -0.973], [6.030, 2.587, 0.568], [7.210, 0.877, 1.772], [8.076, 0.761, 0.227], [6.630, -1.042, -0.533], [6.790, -1.449, 1.196]], "lowdin_charge": [0.000, -0.310, -0.018, -0.002, -0.268, 0.061, -0.137, 0.135, -0.419, 0.101, -0.134, -0.016, -0.076, -0.086, -0.081, -0.030, -0.417, 0.056, 0.081, -0.120, -0.312, -0.125, -0.152, -0.203, -0.109, 0.072, 0.083, 0.086, 0.086, 0.107, 0.110, 0.119, 0.135, 0.118, 0.103, 0.101, 0.102, 0.114, 0.127, 0.130, 0.133, 0.156, 0.114, 0.115, 0.114, 0.111, 0.123, 0.122]}

---

--- 2 ---
{"formula": "C20H22N2O4", "method": "ωB97M-V/def2-TZVPD", "smiles": "Cc1ccc(/C=C(\\NC(=O)c2ccccc2)C(=O)NC[C@@H]2CCCO2)o1", "homo_ev": -7.8, "homo_lumo_gap_ha": 0.29650, "lumo_energy_ev": 0.3032, "elements": ["C", "C", "C", "C", "C", "C", "C", "N", "C", "O", "C", "C", "C", "C", "C", "C", "C", "O", "N", "C", "C", "C", "C", "C", "O", "O", "H", "H", "H", "H", "H", "H", "H", "H", "H", "H", "H", "H", "H", "H", "H", "H", "H", "H", "H", "H", "H", "H"], "xyz": [[3.065, -0.202, 3.987], [1.708, 0.368, 3.787], [0.743, 0.761, 4.674], [-0.341, 1.223, 3.902], [0.027, 1.075, 2.583], [-0.697, 1.396, 1.396], [-0.369, 1.060, 0.131], [0.726, 0.226, -0.174], [0.929, -0.999, 0.399], [0.092, -1.569, 1.063], [2.264, -1.593, 0.099], [2.361, -2.972, -0.057], [3.588, -3.561, -0.296], [4.731, -2.780, -0.362], [4.644, -1.409, -0.182], [3.416, -0.813, 0.045], [-1.200, 1.554, -0.993], [-1.956, 2.503, -0.881], [-0.987, 0.911, -2.177], [-1.866, 1.145, -3.295], [-2.964, 0.061, -3.394], [-4.117, 0.522, -4.294], [-5.026, 1.275, -3.313], [-4.553, 0.794, -1.925], [-3.556, -0.191, -2.144], [1.284, 0.563, 2.526], [3.174, -1.115, 3.404], [3.221, -0.423, 5.039], [3.829, 0.501, 3.655], [0.804, 0.719, 5.742], [-1.275, 1.604, 4.260], [-1.602, 1.970, 1.534], [1.408, 0.575, -0.832], [1.462, -3.565, 0.015], [3.657, -4.631, -0.425], [5.691, -3.240, -0.544], [5.537, -0.803, -0.215], [3.358, 0.252, 0.215], [-0.562, -0.004, -2.129], [-1.286, 1.163, -4.223], [-2.321, 2.123, -3.128], [-2.513, -0.883, -3.720], [-3.771, 1.147, -5.115], [-4.631, -0.347, -4.704], [-6.075, 1.040, -3.481], [-4.898, 2.353, -3.405], [-4.134, 1.622, -1.342], [-5.346, 0.318, -1.345]], "lowdin_charge": [0.001, -0.304, -0.015, 0.007, -0.250, 0.082, -0.138, 0.120, -0.448, 0.109, -0.142, -0.015, -0.073, -0.084, -0.080, -0.041, -0.436, 0.056, 0.076, -0.121, -0.331, -0.126, -0.140, -0.179, -0.096, 0.065, 0.084, 0.084, 0.086, 0.108, 0.113, 0.135, 0.147, 0.120, 0.104, 0.103, 0.103, 0.114, 0.139, 0.127, 0.125, 0.149, 0.112, 0.113, 0.104, 0.107, 0.104, 0.120]}

---

Most stable of them? 1.

---

--- 1 ---
{"formula": "C25H57IN3O12S4", "method": "ωB97M-V/def2-TZVPD", "homo_ev": -9.5, "total_charge": 1, "homo_lumo_gap_ha": 0.20470, "lumo_energy_ev": -3.9148, "elements": ["C", "C", "O", "N", "H", "H", "C", "H", "H", "H", "H", "H", "H", "C", "C", "O", "N", "H", "H", "C", "H", "H", "H", "H", "H", "H", "C", "C", "O", "N", "H", "H", "C", "H", "H", "H", "H", "H", "H", "I", "O", "H", "C", "C", "C", "S", "O", "O", "C", "H", "H", "H", "H", "H", "H", "H", "H", "C", "C", "C", "S", "O", "O", "C", "H", "H", "H", "H", "H", "H", "H", "H", "C", "C", "C", "S", "O", "O", "C", "H", "H", "H", "H", "H", "H", "H", "H", "C", "C", "C", "S", "O", "O", "C", "H", "H", "H", "H", "H", "H", "H", "H"], "xyz": [[2.960, -1.693, -4.126], [2.478, -0.289, -4.639], [3.235, 0.674, -4.784], [0.988, -0.150, -4.966], [0.637, -0.963, -5.503], [0.403, -0.258, -4.108], [0.420, 1.065, -5.733], [2.305, -1.871, -3.332], [4.056, -1.416, -3.833], [2.727, -2.540, -4.819], [-0.356, 0.809, -6.477], [1.277, 1.303, -6.331], [0.122, 1.754, -4.913], [-2.265, -1.147, -0.126], [-0.981, -0.453, 0.193], [-0.915, 0.372, 1.115], [0.316, -0.766, -0.680], [0.574, -1.747, -0.696], [0.034, -0.766, -1.718], [1.476, 0.207, -0.449], [-2.538, -1.837, 0.764], [-2.363, -1.976, -0.922], [-3.010, -0.578, -0.305], [1.889, -0.172, 0.533], [1.182, 1.219, -0.456], [2.100, 0.214, -1.114], [-3.215, -1.809, -5.530], [-2.621, -2.727, -4.423], [-3.416, -3.242, -3.665], [-1.197, -2.875, -4.284], [-0.664, -2.619, -5.222], [-1.075, -2.175, -3.628], [-0.650, -4.062, -3.623], [-3.214, -0.697, -5.258], [-4.194, -2.021, -5.905], [-2.518, -1.782, -6.481], [0.463, -4.331, -3.482], [-0.943, -4.716, -4.251], [-1.057, -4.185, -2.633], [1.573, -4.164, -0.157], [-0.704, -0.725, -2.954], [-1.429, -0.228, -3.110], [-1.943, 3.888, 4.173], [-3.080, 4.649, 3.526], [-4.104, 3.727, 3.324], [-3.427, 2.075, 3.199], [-3.789, 1.571, 1.883], [-3.771, 1.302, 4.395], [-1.775, 2.593, 3.281], [-2.200, 3.416, 5.056], [-0.992, 4.440, 4.228], [-2.604, 5.103, 2.861], [-3.425, 5.478, 4.246], [-4.685, 4.090, 2.413], [-4.826, 3.708, 4.223], [-1.291, 2.839, 2.209], [-1.292, 1.838, 3.669], [1.758, -0.734, 6.273], [1.828, -2.236, 6.064], [1.356, -2.616, 4.826], [0.364, -1.309, 4.218], [-1.011, -1.696, 4.179], [0.948, -0.684, 3.029], [0.627, -0.256, 5.488], [2.791, -0.333, 5.684], [1.760, -0.375, 7.329], [1.270, -2.736, 6.918], [2.800, -2.619, 6.113], [0.927, -3.619, 4.814], [2.296, -2.530, 4.025], [-0.238, -0.377, 6.305], [0.710, 0.732, 5.114], [-3.773, 4.253, -0.977], [-2.296, 4.143, -1.111], [-1.825, 2.914, -1.639], [-3.045, 2.439, -2.762], [-3.294, 0.965, -2.738], [-2.676, 3.057, -3.926], [-4.315, 3.241, -1.872], [-4.278, 5.483, -1.232], [-4.120, 4.126, 0.133], [-1.843, 4.294, -0.107], [-1.898, 5.025, -1.661], [-1.708, 2.090, -1.148], [-0.799, 3.198, -2.145], [-4.757, 2.267, -1.334], [-4.975, 3.462, -2.559], [4.698, -2.813, 2.227], [5.247, -2.802, 0.812], [6.318, -1.812, 0.802], [5.473, -0.413, 1.515], [4.703, 0.340, 0.510], [6.241, 0.417, 2.390], [4.445, -1.329, 2.573], [5.411, -3.133, 2.851], [3.844, -3.239, 2.259], [4.592, -2.596, 0.008], [5.710, -3.747, 0.704], [6.744, -1.571, -0.173], [7.151, -2.068, 1.391], [3.358, -1.143, 2.420], [4.823, -0.975, 3.732]], "lowdin_charge": [0.043, -0.318, 0.133, 0.040, 0.145, 0.072, 0.051, 0.027, 0.148, 0.104, 0.108, 0.083, 0.114, 0.028, -0.279, 0.089, 0.059, -0.063, 0.036, 0.037, 0.151, 0.110, -0.005, 0.112, 0.089, -0.025, 0.028, -0.388, 0.171, 0.051, 0.222, 0.030, 0.003, 0.105, 0.078, 0.107, 0.122, 0.026, 0.094, -0.349, -0.253, -0.081, -0.166, -0.276, -0.267, 0.681, -0.346, -0.295, -0.216, 0.086, 0.133, 0.035, 0.169, 0.126, 0.152, 0.160, 0.020, -0.222, -0.307, -0.266, 0.627, -0.293, -0.336, -0.312, 0.179, 0.133, 0.156, 0.105, 0.134, 0.161, 0.182, 0.099, -0.215, -0.284, -0.263, 0.648, -0.346, -0.265, -0.252, 0.216, 0.123, 0.130, 0.141, 0.025, 0.175, 0.176, 0.051, -0.187, -0.250, -0.237, 0.653, -0.342, -0.327, -0.235, 0.088, 0.009, 0.074, 0.118, 0.121, 0.102, 0.080, 0.181]}

---

--- 2 ---
{"formula": "C25H57IN3O12S4", "method": "ωB97M-V/def2-TZVPD", "homo_ev": -9.5, "total_charge": 1, "homo_lumo_gap_ha": 0.19891, "lumo_energy_ev": -4.0580, "elements": ["C", "C", "O", "N", "H", "H", "C", "H", "H", "H", "H", "H", "H", "C", "C", "O", "N", "H", "H", "C", "H", "H", "H", "H", "H", "H", "C", "C", "O", "N", "H", "H", "C", "H", "H", "H", "H", "H", "H", "I", "O", "H", "C", "C", "C", "S", "O", "O", "C", "H", "H", "H", "H", "H", "H", "H", "H", "C", "C", "C", "S", "O", "O", "C", "H", "H", "H", "H", "H", "H", "H", "H", "C", "C", "C", "S", "O", "O", "C", "H", "H", "H", "H", "H", "H", "H", "H", "C", "C", "C", "S", "O", "O", "C", "H", "H", "H", "H", "H", "H", "H", "H"], "xyz": [[2.881, -1.709, -4.128], [2.433, -0.335, -4.650], [3.175, 0.686, -4.723], [1.030, -0.176, -4.990], [0.725, -1.052, -5.454], [0.569, -0.013, -3.988], [0.415, 1.030, -5.742], [2.277, -1.959, -3.317], [4.030, -1.529, -3.785], [2.807, -2.497, -4.809], [-0.357, 0.875, -6.409], [1.241, 1.427, -6.250], [0.050, 1.750, -5.279], [-2.266, -1.076, -0.130], [-0.970, -0.416, 0.160], [-0.871, 0.374, 1.144], [0.284, -0.731, -0.712], [0.659, -1.630, -0.456], [-0.032, -0.738, -1.850], [1.429, 0.136, -0.442], [-2.552, -1.783, 0.749], [-2.216, -2.038, -0.917], [-2.914, -0.507, -0.535], [1.900, -0.348, 0.411], [1.295, 1.126, -0.331], [2.067, 0.310, -1.087], [-3.069, -1.823, -5.632], [-2.589, -2.661, -4.407], [-3.332, -3.205, -3.635], [-1.173, -2.878, -4.271], [-0.485, -2.708, -5.223], [-0.969, -1.932, -3.659], [-0.659, -4.115, -3.625], [-3.294, -0.808, -5.221], [-4.126, -2.002, -6.074], [-2.465, -1.755, -6.491], [0.397, -4.125, -3.518], [-0.878, -4.982, -4.079], [-1.083, -4.050, -2.681], [1.557, -4.155, -0.147], [-0.639, -0.745, -2.956], [-1.357, -0.173, -2.989], [-1.995, 3.860, 4.165], [-3.057, 4.691, 3.543], [-4.134, 3.679, 3.367], [-3.483, 2.078, 3.241], [-3.756, 1.555, 1.897], [-3.725, 1.269, 4.364], [-1.791, 2.577, 3.398], [-2.289, 3.507, 5.184], [-1.063, 4.469, 4.079], [-2.968, 5.175, 2.447], [-3.426, 5.634, 3.959], [-4.804, 4.015, 2.488], [-4.615, 3.847, 4.233], [-1.375, 2.835, 2.169], [-1.079, 1.882, 3.732], [1.768, -0.708, 6.265], [1.830, -2.270, 6.055], [1.338, -2.656, 4.784], [0.348, -1.344, 4.175], [-1.021, -1.658, 4.214], [0.904, -0.629, 3.053], [0.588, -0.200, 5.587], [2.783, -0.443, 5.911], [1.750, -0.561, 7.408], [1.282, -2.779, 6.727], [2.849, -2.614, 6.281], [0.894, -3.624, 4.737], [2.161, -2.358, 4.134], [-0.350, -0.287, 6.075], [0.634, 0.674, 5.181], [-3.705, 4.270, -0.933], [-2.259, 4.193, -1.067], [-1.760, 3.012, -1.659], [-3.073, 2.433, -2.772], [-3.226, 1.020, -2.599], [-2.755, 3.084, -3.970], [-4.363, 3.208, -1.778], [-4.017, 5.212, -1.361], [-4.129, 4.281, 0.058], [-1.908, 4.044, -0.051], [-1.842, 5.001, -1.674], [-1.598, 2.124, -0.957], [-1.033, 3.012, -2.373], [-4.714, 2.407, -1.337], [-5.004, 3.462, -2.469], [4.646, -2.831, 2.289], [5.283, -2.814, 0.837], [6.239, -1.778, 0.844], [5.453, -0.386, 1.538], [4.664, 0.295, 0.579], [6.307, 0.378, 2.427], [4.392, -1.396, 2.590], [5.471, -3.127, 3.106], [3.696, -3.216, 2.058], [4.684, -2.463, 0.102], [5.700, -3.901, 0.649], [6.550, -1.570, -0.272], [7.181, -2.225, 1.462], [3.317, -1.230, 2.296], [4.677, -1.198, 3.683]], "lowdin_charge": [0.043, -0.350, 0.118, 0.076, 0.155, 0.174, 0.087, 0.037, 0.178, 0.066, 0.093, 0.096, 0.013, 0.024, -0.297, 0.066, 0.039, -0.058, 0.035, -0.025, 0.151, 0.141, -0.020, 0.097, 0.076, 0.001, 0.026, -0.429, 0.170, 0.007, 0.242, 0.087, 0.001, 0.093, 0.135, 0.045, 0.063, 0.071, 0.063, -0.345, -0.176, -0.017, -0.258, -0.250, -0.282, 0.633, -0.346, -0.267, -0.227, 0.145, 0.135, 0.150, 0.122, 0.142, 0.069, 0.184, 0.068, -0.182, -0.247, -0.238, 0.661, -0.290, -0.323, -0.205, 0.122, 0.148, 0.078, 0.135, 0.129, 0.089, 0.109, 0.030, -0.173, -0.252, -0.239, 0.680, -0.329, -0.282, -0.150, 0.126, 0.109, 0.119, 0.148, 0.128, 0.064, 0.055, 0.058, -0.212, -0.307, -0.330, 0.635, -0.304, -0.322, -0.269, 0.173, 0.025, 0.043, 0.172, 0.153, 0.174, 0.093, 0.129]}

---

Most stable of them? 1.